# 1
Density functional theory data (ωB97M-V/def2-TZVPD) for a molecular structure, C14H14Cl2HgN4S2 in a non-equilibrium geometry.

Last column: natural (NBO) charge in e.
CARTESIAN COORDINATES (ANGSTROEM)
Hg  0.215  -0.826  1.346  1.146
N  -0.654  -3.447  -2.298  -0.822
C  -1.540  -2.849  -1.506  0.204
N  -1.353  -1.613  -1.116  -0.550
C  -2.482  -1.206  -0.517  0.152
C  -3.456  -2.151  -0.290  -0.647
S  -3.006  -3.640  -0.967  0.256
C  -2.669  0.238  -0.182  0.048
C  -3.891  0.775  0.107  -0.662
S  -3.989  2.405  -0.176  0.249
C  -2.184  2.387  -0.282  0.209
N  -1.631  1.132  -0.331  -0.542
N  -1.417  3.471  -0.419  -0.829
H  0.232  -2.924  -2.444  0.398
H  -0.631  -4.419  -2.390  0.376
H  -4.314  -1.971  0.301  0.225
H  -4.704  0.219  0.485  0.218
H  -1.737  4.390  -0.126  0.381
H  -0.435  3.343  -0.443  0.390
Cl  -2.448  -0.801  2.990  -0.089
C  -0.699  -0.960  3.269  -0.881
H  -0.454  -1.933  3.689  0.197
H  -0.418  -0.175  3.951  0.199
Cl  4.355  -1.520  0.909  0.016
C  3.932  -0.069  0.214  -0.103
C  4.772  1.034  0.328  -0.226
C  4.228  2.292  0.068  -0.245
C  2.952  2.420  -0.448  -0.224
C  2.131  1.324  -0.643  -0.208
C  2.611  0.021  -0.364  -0.025
C  1.558  -0.968  -0.283  -0.930
H  5.775  0.827  0.628  0.212
H  4.845  3.156  0.288  0.204
H  2.525  3.428  -0.607  0.202
H  1.201  1.389  -1.193  0.233
H  1.806  -2.025  -0.370  0.215
H  0.973  -0.754  -1.174  0.251

Computed properties:
LUMO (alpha / beta)   0.0992 / 0.0981 hartree
Spin multiplicity   2
Gap between HOMO and LUMO (alpha / beta)   2.7 / 5.7 eV
Highest occupied orbital energy (alpha / beta)   0.028 / -3.004 eV
Charge   -1
DFT total energy   -71593.7500 eV
<S²>   0.7651
F_max   4.2 eV Å⁻¹

---

# 2
Density functional theory data (ωB97M-V/def2-TZVPD) for a molecular structure, C18H29F7N5O4P2S in a non-equilibrium geometry.

Last column: natural (NBO) charge in e.
CARTESIAN COORDINATES (ANGSTROEM)
N  -0.810  2.146  -0.647  -1.343
P  0.001  1.769  0.662  2.179
O  0.626  3.129  1.415  -0.935
O  -1.055  1.112  1.753  -0.975
C  1.375  0.640  0.125  -0.365
C  2.576  1.314  -0.556  0.078
C  2.627  2.872  -0.829  -0.477
C  3.444  3.523  0.370  -0.423
C  4.692  4.392  -0.057  -0.423
C  4.300  5.567  -1.059  -0.235
N  2.876  5.998  -0.932  -0.851
C  3.743  0.569  -1.031  -0.352
P  5.205  1.383  -1.909  1.479
O  6.519  1.119  -1.232  -1.062
C  3.861  -0.911  -0.850  0.120
N  4.875  -1.744  -1.224  -0.561
S  4.373  -3.267  -0.773  0.951
N  2.909  -2.883  -0.096  -0.602
C  2.641  -1.535  -0.181  0.168
C  1.414  -0.807  0.284  -0.102
C  0.215  -1.575  0.916  0.647
F  0.326  -2.945  0.658  -0.315
F  -1.017  -1.225  0.332  -0.353
C  0.200  -1.450  2.500  0.572
F  -1.129  -1.359  2.913  -0.310
F  0.943  -0.374  2.948  -0.298
C  0.788  -2.714  3.259  0.932
F  0.935  -2.316  4.580  -0.312
F  -0.070  -3.773  3.297  -0.297
F  2.043  -3.054  2.847  -0.292
H  -0.731  3.164  -0.753  0.389
H  1.200  2.821  2.150  0.508
H  -1.853  0.908  1.220  0.520
H  1.595  3.324  -0.819  0.250
H  3.038  3.105  -1.846  0.227
H  3.812  2.748  1.108  0.212
H  2.779  4.209  0.969  0.242
H  5.571  3.782  -0.406  0.218
H  5.049  4.905  0.886  0.218
H  4.916  6.463  -0.755  0.205
H  4.596  5.268  -2.100  0.173
H  2.395  5.636  -1.765  0.354
H  2.840  7.016  -0.984  0.372
H  4.990  2.768  -2.132  -0.059
H  5.229  0.758  -3.204  -0.061
C  -5.348  -3.143  1.061  -0.403
N  -5.371  -3.313  -0.442  -0.202
C  -6.726  -3.859  -0.821  -0.404
C  -4.319  -4.303  -0.850  -0.413
C  -5.189  -1.974  -1.167  -0.228
C  -3.859  -1.278  -0.907  -0.097
O  -3.724  -0.971  0.472  -0.741
H  -5.730  -4.061  1.512  0.220
H  -4.325  -2.999  1.391  0.251
H  -5.982  -2.300  1.328  0.238
H  -6.872  -4.811  -0.315  0.233
H  -6.761  -3.994  -1.900  0.230
H  -7.487  -3.142  -0.503  0.235
H  -3.345  -3.940  -0.529  0.235
H  -4.350  -4.417  -1.933  0.231
H  -4.532  -5.254  -0.361  0.236
H  -6.012  -1.338  -0.834  0.233
H  -5.300  -2.180  -2.233  0.233
H  -3.828  -0.344  -1.475  0.220
H  -3.013  -1.891  -1.228  0.185
H  -2.781  -0.965  0.684  0.496

Computed properties:
LUMO   -0.1404 hartree
Gap between HOMO and LUMO   7.4 eV
Highest occupied orbital energy   -11.173 eV
Charge   +1
DFT total energy   -83203.9931 eV
F_max   3.2 eV Å⁻¹

---

# 3
Density functional theory data (ωB97M-V/def2-TZVPD) for 3 unconnected molecules or ions with the total composition C4H15N3O3 in a non-equilibrium geometry.

Last column: natural (NBO) charge in e.
CARTESIAN COORDINATES (ANGSTROEM)
N  -1.236  -0.569  -3.047  -0.870
C  0.172  -0.710  -2.763  -0.239
C  0.492  -0.705  -1.267  -0.252
N  0.228  0.656  -0.700  -0.653
C  -0.716  0.734  0.416  -0.323
C  0.041  0.108  1.615  0.678
N  1.126  0.824  2.007  -0.832
O  -0.269  -0.946  2.143  -0.639
H  -1.875  -1.088  -2.486  0.382
H  -1.460  0.324  -3.424  0.374
H  0.541  -1.693  -3.103  0.188
H  0.738  -0.021  -3.388  0.201
H  1.497  -1.065  -1.079  0.205
H  -0.148  -1.410  -0.720  0.197
H  -0.253  1.111  -1.470  0.366
H  -1.623  0.138  0.311  0.195
H  -0.889  1.781  0.654  0.224
H  1.574  0.502  2.850  0.400
H  1.702  1.381  1.393  0.426
O  -2.871  -0.980  2.320  -0.945
H  -2.071  -1.403  2.653  0.494
H  -2.537  -0.182  1.925  0.447
O  2.963  1.353  -0.479  -0.996
H  3.350  1.741  -1.241  0.474
H  2.062  1.009  -0.636  0.497

Computed properties:
LUMO   0.0224 hartree
SMILES   NCCNCC(N)=O.O.O
Gap between HOMO and LUMO   10.1 eV
ΔE to the lowest compared entry with this formula, charge and spin   1.371 eV
Highest occupied orbital energy   -9.496 eV
DFT total energy   -15004.0032 eV
F_max   2.1 eV Å⁻¹

---

# 4
Density functional theory data (ωB97M-V/def2-TZVPD) for a molecular structure, C19H15N5O3RuS.

Last column: natural (NBO) charge in e.
CARTESIAN COORDINATES (ANGSTROEM)
Ru  -0.737  0.225  -1.275  1.561
N  -4.972  -1.155  0.183  -0.816
C  -3.651  -0.966  -0.184  0.263
S  -3.287  0.512  -0.978  -0.313
N  -2.859  -1.954  0.095  -0.470
N  -1.556  -1.809  -0.354  -0.362
C  -0.820  -2.806  -0.011  0.142
C  0.578  -3.017  -0.298  -0.244
C  1.172  -4.154  0.271  -0.142
C  2.494  -4.475  0.059  -0.307
C  3.255  -3.635  -0.762  -0.200
C  2.702  -2.522  -1.346  -0.248
C  1.343  -2.166  -1.137  0.399
O  0.866  -1.122  -1.724  -0.749
H  -5.495  -0.310  0.341  0.385
H  -5.109  -1.893  0.856  0.379
H  -1.313  -3.593  0.562  0.172
H  0.555  -4.790  0.897  0.195
H  2.932  -5.355  0.511  0.200
H  4.298  -3.866  -0.945  0.198
H  3.283  -1.870  -1.986  0.209
C  -1.657  0.877  3.333  -0.285
C  -1.025  2.086  3.598  -0.159
C  -0.221  2.656  2.634  -0.252
C  -0.048  2.006  1.407  0.209
N  -0.683  0.856  1.159  -0.471
C  -1.462  0.307  2.090  0.076
C  0.803  2.526  0.319  -0.053
C  1.778  3.489  0.594  -0.222
C  2.586  3.965  -0.422  -0.241
C  2.420  3.475  -1.710  -0.215
C  1.456  2.510  -1.972  -0.215
C  0.620  2.011  -0.973  -0.358
H  -2.296  0.396  4.059  0.213
H  -1.165  2.584  4.550  0.206
H  0.258  3.607  2.817  0.213
H  -1.945  -0.622  1.813  0.217
H  1.934  3.852  1.603  0.190
H  3.349  4.705  -0.210  0.197
H  3.049  3.841  -2.514  0.200
H  1.351  2.147  -2.986  0.219
O  -0.784  2.172  -4.255  -0.428
N  -0.772  0.968  -4.365  0.322
O  -1.225  0.307  -3.342  -0.615

Computed properties:
LUMO (alpha / beta)   0.1018 / 0.0793 hartree
Spin multiplicity   6
Gap between HOMO and LUMO (alpha / beta)   6.9 / 6.9 eV
ΔE to the lowest compared entry with this formula, charge and spin   0.000 eV
Highest occupied orbital energy (alpha / beta)   -4.107 / -4.710 eV
Charge   -1
DFT total energy   -46954.2720 eV
<S²>   8.7617
F_max   0.5 eV Å⁻¹

---

# 5
Density functional theory data (ωB97M-V/def2-TZVPD) for C5H12NS in the gas phase in a non-equilibrium geometry.

Last column: natural (NBO) charge in e.
CARTESIAN COORDINATES (ANGSTROEM)
C  -0.702  -1.625  1.011  -0.423
C  -1.510  -2.037  -0.227  -0.601
S  -2.158  -3.720  -0.185  0.113
C  0.518  -0.783  0.727  -0.209
N  0.162  0.414  -0.047  -0.634
C  1.135  1.465  -0.201  -0.210
C  0.560  2.750  -0.775  -0.608
H  -1.343  -1.075  1.696  0.215
H  -0.356  -2.539  1.494  0.218
H  -2.347  -1.360  -0.417  0.246
H  -0.959  -1.944  -1.171  0.228
H  0.875  -0.401  1.691  0.194
H  1.344  -1.318  0.243  0.164
H  -0.172  0.084  -0.948  0.343
H  2.036  1.196  -0.780  0.155
H  1.561  1.641  0.795  0.184
H  -0.238  3.217  -0.207  0.214
H  0.169  2.626  -1.789  0.200
H  1.423  3.407  -0.908  0.209

Computed properties:
LUMO (alpha / beta)   0.0379 / -0.0677 hartree
Spin multiplicity   2
Gap between HOMO and LUMO (alpha / beta)   9.9 / 7.0 eV
ΔE to the lowest compared entry with this formula, charge and spin   0.130 eV
Highest occupied orbital energy (alpha / beta)   -8.859 / -8.831 eV
DFT total energy   -17703.3486 eV
<S²>   0.7528
F_max   1.6 eV Å⁻¹